Entry 1:
# C35H26BrN6O4SW

C35H26BrN6O4SW as an isolated structure at a distorted geometry (wB97M-V/def2-TZVPD, OMol25).

Properties
* energy: -136546.4348 eV
* E_HOMO: -10.1 eV
* total charge: +1
* energy relative to the best compared isomer or geometry (same formula, charge and spin): 1.193 eV

The geometry in XYZ format:
```
74
C35H26BrN6O4SW | OMol25 | wB97M-V/def2-TZVPD
N 0.333 -0.323 -1.752
C -0.790 2.944 2.375
O -0.830 0.597 1.722
H -5.040 -3.067 -3.671
C -2.894 0.152 -0.020
C 0.426 3.688 4.313
H -1.238 6.261 2.867
O -1.537 -1.798 -1.076
C 1.396 -2.003 1.637
H 3.773 5.233 -0.850
C -1.153 1.873 1.429
H 2.307 -2.315 4.107
H 0.228 0.833 -4.876
H -2.633 -1.986 3.860
C 1.811 -1.868 -0.690
C 3.523 4.246 -1.214
C -3.333 -2.604 -2.502
C -2.820 -1.737 -1.544
H 4.507 4.349 -3.102
C -0.919 -2.225 5.129
H 4.548 -3.404 -1.942
C 2.147 -1.276 -3.035
H 3.714 2.030 -3.701
C -1.255 4.239 2.166
H -6.453 -1.286 -2.689
C 1.228 -2.233 4.060
C 3.907 3.761 -2.425
Br 1.318 -2.588 6.868
C 1.421 -1.148 -1.844
H -0.914 0.997 -2.647
H -5.520 0.216 -0.936
N -1.905 0.999 -0.494
S 1.551 1.344 0.461
N 0.961 -1.732 0.448
H 2.207 -0.653 -5.106
W -0.789 -0.581 0.157
C -4.646 -2.401 -2.914
H 3.846 -2.219 -3.981
C 0.045 2.668 3.454
C 0.477 -2.320 5.198
C -0.051 0.358 -2.796
C -5.430 -1.405 -2.358
H 2.470 3.807 0.496
O -1.417 -1.833 1.580
C 3.464 2.469 -2.739
H -1.913 4.433 1.330
N 2.748 1.711 -1.938
C 1.688 -0.551 -4.159
C -3.594 -0.720 -0.998
C 0.595 -2.037 2.816
H -1.501 -2.287 6.040
C -1.555 -2.054 3.921
H -0.638 -3.537 -2.641
C -0.814 -1.957 2.741
N -1.698 2.158 0.302
C 0.604 0.263 -4.038
H -1.345 -5.137 -2.957
H -3.460 0.520 0.828
C -1.506 -4.176 -2.478
C 3.675 -2.764 -1.927
H 3.220 -3.237 0.126
C -4.912 -0.562 -1.380
C 2.402 2.187 -0.724
H -1.650 -4.322 -1.407
C 3.291 -2.107 -3.058
O -2.675 -3.637 -3.086
H 0.264 5.778 4.771
C -0.030 4.982 4.098
C 2.927 -2.651 -0.735
H 2.458 -2.212 1.752
C -0.872 5.255 3.026
H 1.077 3.473 5.151
N 2.780 3.472 -0.409
H 0.395 1.655 3.610
```


Entry 2:
# C35H26N3RuS2

C35H26N3RuS2 as an isolated structure at a distorted geometry (wB97M-V/def2-TZVPD, OMol25).

Properties
* energy: -65435.4436 eV
* E_HOMO (spin up / spin down): -10.4 / -10.3 eV
* total charge: +1
* energy relative to the best compared isomer or geometry (same formula, charge and spin): 0.297 eV

The geometry in XYZ format:
```
67
C35H26N3RuS2 | OMol25 | wB97M-V/def2-TZVPD
C -3.097 0.011 1.855
C -0.794 -2.792 2.059
H 0.582 -2.829 -3.470
H 4.188 -0.534 2.177
H -3.509 4.875 -2.810
C 3.651 2.384 -0.329
N -1.286 -1.560 1.585
S 1.385 -0.054 2.055
H 3.013 -3.010 -3.054
C -1.365 -4.651 3.530
H -5.111 -0.508 2.423
H 1.682 -5.075 2.109
H 4.422 2.609 0.399
C -4.849 1.618 2.173
N 0.725 -1.028 -0.657
H -1.400 -0.670 -2.769
Ru -0.477 0.214 0.681
C 4.741 -1.501 0.317
C -4.422 0.296 2.173
C -3.938 2.635 1.902
H 4.968 -2.525 -1.549
C 0.734 -4.604 2.341
H -4.251 3.672 1.959
C 2.517 -0.718 0.885
H 0.251 4.298 -0.835
H -2.055 -5.117 4.225
H -1.817 -1.221 -1.142
C 2.936 -1.870 -1.218
C -2.627 2.333 1.554
C 1.351 1.928 -0.822
C -0.678 3.902 -1.226
C -3.085 2.877 -2.153
H 0.137 -6.158 3.713
C 3.841 -0.878 1.208
C 2.958 2.073 -2.609
H -1.382 5.791 -1.932
C -1.679 -3.441 2.913
H -5.878 1.855 2.419
H 5.781 -1.604 0.600
C 4.300 -2.000 -0.874
C -1.601 4.737 -1.834
C 0.220 -1.605 -1.729
H 3.186 2.041 -3.667
C -2.191 1.011 1.468
C -2.493 -1.315 2.045
C -0.965 2.550 -1.064
H -4.017 2.472 -2.526
H 2.088 2.297 1.144
H -2.395 0.997 -1.391
H 1.102 -2.938 1.050
C -1.245 -1.461 -2.031
H -1.938 3.151 1.365
S -3.136 -2.514 3.071
C 2.063 -1.187 -0.356
C 3.965 2.314 -1.679
H -1.641 -2.387 -2.449
H 0.860 1.711 -2.900
C 1.652 1.896 -2.183
C 2.346 2.193 0.101
H 4.984 2.465 -2.010
C -2.178 2.047 -1.516
N -0.016 1.700 -0.404
C 2.372 -2.454 -2.376
C 1.039 -2.350 -2.611
C -0.143 -5.222 3.243
C 0.419 -3.398 1.746
C -2.800 4.224 -2.315
```


Entry 3:
# C35H27BBrF11O4

A 5-piece molecular cluster, C35H27BBrF11O4 overall (wB97M-V/def2-TZVPD, OMol25).

Properties
* energy: -145534.9689 eV
* E_HOMO: -9.2 eV
* total charge: 0
* SMILES: CCOB(O)C1=C(Br)C(=O)C(C(F)(F)C(F)(F)C(F)(F)F)=CC1=O.Fc1ccccc1.Fc1ccccc1.Fc1ccccc1.Fc1ccccc1

The geometry in XYZ format:
```
79
C35H27BBrF11O4 | OMol25 | wB97M-V/def2-TZVPD
C 10.505 2.873 -5.062
H 4.417 1.091 -4.258
H 5.580 3.071 -5.214
C 8.418 3.881 -6.601
F 2.640 0.988 1.684
F -4.271 -0.817 6.658
C -2.682 -0.031 10.352
F -8.618 -1.349 0.923
C -8.388 -3.201 -0.508
H -1.850 -4.471 4.864
C -5.069 -1.366 2.620
H -6.473 -3.471 -3.289
C 0.737 -0.397 1.472
C 2.955 1.162 -7.310
H -9.078 -3.757 0.112
C 3.249 0.736 -6.023
C -1.288 -1.905 2.984
H -4.537 -1.557 1.688
C -3.503 0.753 8.228
C -0.552 -0.951 3.578
C 9.947 2.132 -6.085
C -2.966 1.012 9.481
C 8.912 2.611 -6.862
H -6.133 -1.503 2.423
C -3.475 -1.615 8.721
H 8.574 5.637 -5.380
F 5.151 4.013 -7.583
C -7.186 -1.148 -0.930
C -3.748 -0.559 7.876
F 2.861 1.692 -0.760
C -7.811 -3.762 -1.637
F 10.430 0.898 -6.332
C 4.525 2.932 -7.067
C -8.063 -1.901 -0.176
F 1.351 1.273 -2.726
C 4.189 1.420 -5.263
H 0.272 -1.749 -0.109
H -8.056 -4.779 -1.913
B -2.276 -2.913 3.725
C 0.292 0.050 2.827
C -2.936 -1.341 9.969
C -4.589 -2.381 3.663
H 11.314 2.456 -4.476
O 0.532 1.138 3.288
H 10.432 4.738 -4.018
O -1.972 -2.533 0.772
C 10.005 4.142 -4.814
C 1.058 0.515 -1.689
H -6.959 -0.132 -0.635
C 8.963 4.648 -5.579
C 1.689 1.137 -0.403
H -3.682 -2.627 8.400
O -1.909 -3.510 4.907
H -3.726 1.548 7.530
H 2.225 0.630 -7.905
C -6.923 -3.027 -2.411
F 1.522 -0.714 -1.920
H -2.770 2.034 9.776
H -2.711 -2.156 10.644
C -6.611 -1.722 -2.054
F -0.262 0.447 -1.573
C 0.032 -1.356 0.870
C 1.966 0.205 0.814
C -1.172 -1.977 1.495
C 4.839 2.528 -5.786
F 0.854 2.108 0.023
H -5.916 -1.147 -2.651
H 2.747 -0.129 -5.610
Br -0.556 -0.648 5.430
O -3.490 -3.162 3.148
H -5.387 -3.078 3.915
H 7.602 4.270 -7.195
H 8.505 1.997 -7.654
H -2.262 0.178 11.327
C 3.594 2.272 -7.844
H -4.311 -1.877 4.592
H -4.909 -0.337 2.940
F 2.813 -0.787 0.424
H 3.378 2.627 -8.842
```